Record 1
Computed, not measured: a molecular structure, C16H32NOPSiZr, with wB97M-V/def2-TZVPD.

Each line ends with the natural charge from an NBO analysis.
CARTESIAN COORDINATES (ANGSTROEM)
C1 1.018440 3.713609 -2.027785  -0.152
C2 -0.291477 3.230119 -1.991185  -0.213
C3 -0.524662 1.880854 -1.695348  0.051
C4 0.574683 1.094589 -1.344868  -0.488
C5 1.886442 1.512777 -1.556583  -0.031
C6 2.117052 2.865857 -1.832191  -0.188
C7 -1.879625 1.220074 -1.805261  -0.447
C8 -1.729566 -0.277479 -1.349379  -0.287
N1 -2.637354 -1.262054 -1.893428  -0.411
Zr1 0.077211 -0.635562 -0.033616  1.679
C9 2.963083 0.453580 -1.529456  -0.723
P1 2.085943 -1.225082 -1.499782  0.964
H1 -1.144936 3.886772 -2.179529  0.240
H2 3.142543 3.231083 -1.939510  0.244
H3 1.192068 4.771861 -2.225834  0.248
H4 3.602467 0.520527 -0.631875  0.250
H5 3.607343 0.462910 -2.425159  0.259
H6 -2.624363 1.693366 -1.134945  0.258
H7 -2.282646 1.278004 -2.834918  0.269
H8 -0.708647 -0.649266 -1.815297  0.264
C10 3.376593 -2.405833 -1.052810  -0.953
C11 1.853922 -1.469575 -3.289580  -0.932
H9 -1.864632 -0.287046 -0.198688  0.154
C12 -2.568788 -1.350307 -3.357733  -0.426
C13 -2.566229 -2.578785 -1.253816  -0.420
H10 0.759698 1.922445 1.977522  0.549
H11 -3.213570 -2.167866 -3.705042  0.247
H12 -2.927132 -0.410597 -3.794181  0.221
H13 -1.545805 -1.532351 -3.745291  0.180
H14 -3.375306 -3.207299 -1.660661  0.253
H15 -1.612660 -3.117654 -1.445714  0.195
H16 -2.687048 -2.460376 -0.163439  0.197
H17 2.820047 -1.766729 -3.727121  0.270
H18 1.120973 -2.278536 -3.423392  0.253
H19 1.482471 -0.553491 -3.768887  0.265
H20 4.045047 -2.584258 -1.905995  0.277
H21 3.955603 -2.030004 -0.195288  0.267
H22 2.891192 -3.350423 -0.768419  0.265
H23 0.390799 -2.108003 -1.150654  -0.285
C14 -2.225533 1.165953 3.199531  -1.157
Si1 -0.472163 0.539733 3.220011  1.830
C15 0.464214 1.292664 4.631257  -1.160
C16 -0.306404 -1.311634 3.082413  -1.171
O1 0.299290 1.077878 1.776281  -1.110
H24 -2.580017 1.287570 4.234721  0.283
H25 -2.911597 0.478431 2.688904  0.244
H26 -2.289383 2.149969 2.712628  0.266
H27 -0.005400 1.015808 5.589447  0.281
H28 1.508688 0.944781 4.661579  0.261
H29 0.477875 2.393281 4.579273  0.269
H30 -0.971098 -1.804564 2.347079  0.225
H31 0.735866 -1.621329 2.899315  0.256
H32 -0.585414 -1.710489 4.067600  0.318

Cartesian forces (eV/Å) of the 2 atoms listed first:
C 0.088 0.093 0.260
C -0.240 -0.239 0.061

charge: +2
E_HOMO: -14.429 eV

Record 2
Computed, not measured: a molecular structure, C16H32O25PtRb2S4, with wB97M-V/def2-TZVPD.

Each line ends with the Mulliken spin population.
CARTESIAN COORDINATES (ANGSTROEM)
Pt1 -16.576100 33.452010 -17.598390  0.960
Rb1 -20.386400 37.781630 -15.576010  0.000
Rb2 -16.985350 39.898170 -22.565550  0.000
S1 -16.420100 33.704970 -13.839940  -0.059
O1 -15.614620 32.808320 -14.672250  0.062
O2 -17.373820 34.321040 -14.738880  0.028
O3 -16.934050 33.162500 -12.584730  0.446
O4 -15.558010 34.684710 -13.223620  0.538
S2 -18.058520 36.371120 -19.791390  0.003
O5 -18.717460 35.284610 -19.063560  0.020
O6 -16.717750 36.072430 -19.424690  0.000
O7 -18.312970 36.218240 -21.180370  0.000
O8 -18.490100 37.706410 -19.324910  0.001
C1 -11.755180 30.216560 -17.374000  0.000
C2 -10.960040 31.473000 -16.852130  0.000
O9 -10.649530 32.454220 -17.786850  0.000
C3 -11.523520 33.354930 -18.213430  0.000
O10 -12.710340 33.521000 -17.910680  0.001
O11 -10.876740 34.113830 -19.171520  0.000
C4 -11.606100 34.926990 -20.044350  0.000
H1 -12.150450 29.556650 -16.601750  0.000
H2 -11.148670 29.518140 -17.950590  0.000
H3 -12.645530 30.597520 -17.874230  0.000
H4 -10.069650 31.278590 -16.254210  0.000
H5 -11.789610 31.713510 -16.187230  0.000
H6 -11.956380 35.877790 -19.642630  0.000
H7 -12.492280 34.571640 -20.570180  0.000
H8 -11.106910 35.116610 -20.994590  0.000
C5 -15.271370 33.688420 -24.299030  0.000
C6 -14.313360 32.508700 -24.079740  0.000
O12 -14.443980 32.203750 -22.704460  0.000
C7 -15.463230 31.547700 -22.155520  0.001
O13 -15.651140 31.603100 -20.911280  0.000
O14 -16.062310 30.688870 -22.933290  0.000
C8 -17.328790 30.096710 -22.557470  0.000
H9 -15.126080 33.996750 -25.334370  0.000
H10 -15.280780 34.531800 -23.608590  0.000
H11 -16.248100 33.213880 -24.204660  0.000
H12 -13.266950 32.772610 -24.232960  0.000
H13 -14.547280 31.605620 -24.643500  0.000
H14 -17.942540 29.838410 -23.420420  0.000
H15 -17.961630 30.813380 -22.034030  0.000
H16 -17.220330 29.213330 -21.928210  0.000
C9 -21.920350 32.095230 -16.418540  0.000
C10 -21.492450 30.967010 -17.402120  0.000
O15 -20.988700 29.775400 -16.729150  0.000
C11 -19.619990 29.836050 -16.497390  -0.003
O16 -18.725260 30.608440 -16.945980  0.002
O17 -19.351000 28.897410 -15.689020  0.000
C12 -17.979070 28.760920 -15.362660  0.001
H17 -22.724470 31.640120 -15.840300  0.000
H18 -22.343520 32.997090 -16.860900  0.000
H19 -21.107480 32.407520 -15.762940  0.000
H20 -20.756210 31.301530 -18.132970  0.000
H21 -22.339870 30.650620 -18.010290  0.000
H22 -17.365560 28.440830 -16.204830  0.000
H23 -18.001590 27.862590 -14.745740  0.000
H24 -17.692930 29.601650 -14.730670  -0.001
C13 -22.836080 35.830310 -22.584600  0.000
C14 -22.312530 34.524990 -23.045090  0.000
O18 -23.363290 33.757420 -23.580310  0.000
S3 -24.738340 34.592420 -23.756030  0.000
O19 -25.896420 33.936580 -23.214500  0.000
O20 -24.894170 35.324200 -25.017880  0.000
O21 -24.223090 35.649090 -22.613790  0.000
H25 -22.674460 36.593230 -23.346140  0.000
H26 -22.554740 36.264810 -21.625350  0.000
H27 -21.870690 34.216160 -22.097720  0.000
H28 -21.508620 34.638700 -23.772340  0.000
C15 -14.775660 40.074130 -15.295600  0.000
C16 -13.908630 39.186640 -16.176030  0.001
O22 -13.823400 39.903070 -17.449860  0.000
S4 -13.762980 41.530370 -17.231940  0.000
O23 -14.608210 42.091300 -18.265630  0.000
O24 -12.426310 42.156680 -17.103540  0.000
O25 -14.465290 41.396320 -15.715560  0.000
H29 -14.493840 39.862070 -14.264240  0.000
H30 -15.810190 39.833140 -15.540120  0.000
H31 -14.580240 38.338170 -16.306970  0.000
H32 -12.969930 38.799190 -15.780020  0.000

Cartesian forces (eV/Å) of the 2 atoms listed first:
Pt -0.637 1.019 0.111
Rb 0.469 -0.436 -0.540

multiplicity: 3
E_HOMO (spin up / spin down): -6.143 / -6.079 eV

Record 3
Computed, not measured: a molecular structure, C16H32O2P2Tc, with wB97M-V/def2-TZVPD.

Each line ends with the natural charge from an NBO analysis.
CARTESIAN COORDINATES (ANGSTROEM)
P1 0.952888 -2.264934 2.181273  1.589
P2 0.721745 1.992561 2.085502  1.842
C1 0.832558 -0.821732 1.090972  -0.792
C2 1.611439 0.464508 1.448218  -0.740
H1 -0.254413 -0.636341 1.056298  0.285
H2 1.172953 -1.189653 0.109799  0.301
H3 2.415668 0.260359 2.178091  0.257
H4 2.067659 0.819560 0.497461  0.295
C3 -0.107925 2.653958 0.620933  -0.980
H5 -0.991961 3.268129 0.871889  0.300
H6 -0.462429 1.827884 -0.084432  0.227
H7 0.606695 3.265754 0.051677  0.288
C4 1.580886 3.104909 3.183018  -1.024
H8 1.562892 4.142641 2.819334  0.312
H9 2.646247 2.837475 3.254154  0.296
H10 1.167981 3.111569 4.200473  0.319
C5 -0.188145 -3.570819 1.703874  -0.972
H11 -0.152535 -4.385680 2.444469  0.293
H12 0.082702 -3.982092 0.720381  0.288
H13 -1.218493 -3.188494 1.669964  0.281
C6 2.615912 -2.925139 2.230321  -0.983
H14 3.344711 -2.129202 2.403742  0.272
H15 2.852709 -3.424575 1.286586  0.289
H16 2.715864 -3.658273 3.037873  0.292
Tc1 -1.130111 0.542134 -1.419772  0.665
C7 -0.445338 1.875885 -2.700497  -0.367
C8 -1.916591 1.785471 -2.734136  -0.378
C9 -2.591866 0.921146 -3.774248  -0.447
C10 -2.340430 -0.611365 -3.638776  -0.439
C11 -1.558735 -1.080321 -2.421156  -0.343
C12 -0.106428 -0.888381 -2.331082  -0.395
C13 0.661147 -0.296816 -3.496958  -0.441
C14 0.404964 1.193125 -3.749184  -0.444
C15 0.457333 -1.667408 3.799436  -0.975
H17 -0.046338 2.859598 -2.417359  0.225
H18 -2.510320 2.675943 -2.441394  0.244
H19 -2.335483 1.257834 -4.792922  0.232
H20 -3.681744 1.090835 -3.718780  0.233
H21 -3.331176 -1.089101 -3.589751  0.235
H22 -1.881457 -1.000632 -4.561757  0.230
H23 -1.991979 -1.948481 -1.900649  0.231
H24 0.424180 -1.702758 -1.829739  0.201
H25 0.483054 -0.864004 -4.420400  0.228
H26 1.742478 -0.419134 -3.314508  0.214
H27 1.370294 1.718454 -3.761293  0.222
H28 0.017906 1.379087 -4.758107  0.229
H29 1.085471 -0.819030 4.102452  0.260
H30 0.579536 -2.482275 4.522490  0.290
H31 -0.597471 -1.357581 3.780808  0.259
O1 -1.929876 0.606420 1.424749  -0.559
C16 -1.639443 0.805705 2.597122  0.646
O2 -0.501451 1.429970 3.026649  -0.779
H32 -2.265743 0.513284 3.456876  0.189

Cartesian forces (eV/Å) of the 2 atoms listed first:
P -0.013 0.091 0.611
P -2.025 -1.458 -1.394

energy relative to the best compared isomer or geometry (same formula, charge and spin): 0.0000 eV
charge: +2
multiplicity: 4
E_HOMO (spin up / spin down): -11.306 / -13.229 eV

Record 4
Computed, not measured: 4 unconnected molecules or ions with the total composition C16H32O4, with wB97M-V/def2-TZVPD.

Each line ends with the natural charge from an NBO analysis.
CARTESIAN COORDINATES (ANGSTROEM)
C1 -16.655510 -9.438080 -10.030160  -0.423
C2 -17.054990 -10.892810 -10.041600  -0.443
C3 -17.356970 -11.279560 -11.455350  -0.071
O1 -16.796650 -10.160700 -12.272090  -0.540
C4 -16.023350 -9.287000 -11.430060  -0.061
H1 -15.806640 -9.157990 -9.406390  0.210
H2 -17.521130 -8.816600 -9.800860  0.203
H3 -17.807680 -11.215920 -9.322470  0.215
H4 -16.202930 -11.467250 -9.678130  0.199
H5 -18.433900 -11.420380 -11.547530  0.179
H6 -16.839920 -12.225840 -11.614470  0.182
H7 -15.976450 -8.223360 -11.663680  0.194
H8 -15.002610 -9.660220 -11.347000  0.155
C5 -24.265850 -18.613010 -11.591280  -0.439
C6 -25.643080 -18.702550 -10.994080  -0.435
C7 -26.453010 -17.509440 -11.533600  -0.079
O2 -25.647040 -17.141450 -12.734580  -0.534
C8 -24.302980 -17.323360 -12.373400  -0.067
H9 -24.065020 -19.424440 -12.290830  0.208
H10 -23.410030 -18.599670 -10.916370  0.215
H11 -25.755620 -18.733410 -9.910350  0.211
H12 -26.202870 -19.603830 -11.243960  0.205
H13 -26.534660 -16.703700 -10.804070  0.177
H14 -27.365000 -18.029690 -11.826370  0.200
H15 -23.929470 -16.413020 -11.904500  0.158
H16 -23.602530 -17.431350 -13.201540  0.183
C9 -20.671370 -15.625830 -14.679340  -0.441
C10 -20.914360 -14.372980 -13.978290  -0.437
C11 -19.476860 -13.775480 -13.760820  -0.078
O3 -18.562880 -14.613300 -14.546450  -0.527
C12 -19.222900 -15.865280 -14.535570  -0.077
H17 -20.918710 -15.481670 -15.731080  0.209
H18 -21.189610 -16.507860 -14.303120  0.214
H19 -21.249920 -14.526540 -12.952660  0.207
H20 -21.617790 -13.742170 -14.521770  0.217
H21 -19.072800 -13.987350 -12.770900  0.163
H22 -19.399100 -12.701880 -13.932430  0.198
H23 -18.906460 -16.478310 -13.691670  0.159
H24 -18.801540 -16.362780 -15.409090  0.191
C13 -22.739160 -19.337060 -16.314250  -0.447
C14 -21.361200 -18.726060 -16.008060  -0.429
C15 -20.401550 -19.911070 -16.205290  -0.067
O4 -21.063870 -20.743410 -17.198860  -0.531
C16 -22.494290 -20.684410 -16.912280  -0.074
H25 -23.273660 -18.674920 -16.995410  0.215
H26 -23.428000 -19.460740 -15.478610  0.212
H27 -21.264470 -18.449890 -14.958080  0.207
H28 -21.033600 -17.984310 -16.736470  0.215
H29 -20.210940 -20.423550 -15.262350  0.156
H30 -19.421450 -19.578330 -16.547050  0.189
H31 -22.825440 -21.507760 -16.279410  0.163
H32 -23.075000 -20.878110 -17.814150  0.190

Cartesian forces (eV/Å) of the 2 atoms listed first:
C 0.505 0.375 -0.467
C 1.034 -0.758 1.970

energy relative to the best compared isomer or geometry (same formula, charge and spin): 2.0769 eV
E_HOMO: -9.658 eV
SMILES: C1CCOC1.C1CCOC1.C1CCOC1.C1CCOC1